# 1
Computed, not measured: an isolated molecule of C3HClFN in a non-equilibrium geometry, with ωB97M-V/def2-TZVPD.

LUMO = 0.220 eV
orbital gap = 10.626 eV
electronic energy = -729.6929 a.u.
HOMO energy = -10.41 eV
charge = 0
energy above the lowest of the compared OMol25 structures with the same formula, charge and spin = 1.22 kcal/mol

Each line ends with the Mulliken charge.
Positions of all 7 atoms, in Å:
N -2.128 -0.433 1.376  -0.344
C -1.194 -0.491 0.706  0.116
C -0.051 -0.536 -0.188  -0.279
C 0.754 0.517 -0.334  0.490
F 1.806 0.360 -1.175  -0.206
Cl 0.609 2.050 0.333  -0.095
H 0.205 -1.468 -0.718  0.318


# 2
Computed, not measured: a cluster of 27 separate species, C14H87N2O29P2S in total in a non-equilibrium geometry, with ωB97M-V/def2-TZVPD.

LUMO = -2.956 eV
orbital gap = 8.402 eV
electronic energy = -3957.5998 a.u.
HOMO energy = -11.36 eV
charge = +1

Each line ends with the Mulliken charge.
Positions of all 135 atoms, in Å:
C 3.752 -2.229 -1.189  -0.480
C 4.044 -2.176 0.344  0.204
C 5.222 -1.237 0.762  -0.716
C 4.806 0.182 1.254  -1.167
C 3.669 0.856 0.423  0.743
C 2.242 0.680 1.047  -1.192
C 1.080 0.885 -0.002  -0.320
P 0.495 2.645 -0.047  0.283
C 1.867 3.900 0.037  -0.506
C 2.518 4.276 -1.348  -1.175
C 2.910 3.053 -2.259  1.288
N 4.382 2.866 -2.294  -0.748
C -0.569 2.938 1.491  -0.962
C -1.640 1.822 1.757  -0.941
C -2.966 2.000 0.886  -0.594
C -3.038 0.960 -0.306  -0.304
S -4.535 -0.134 -0.199  1.474
O -5.701 0.725 -0.477  -0.633
O -4.349 -1.141 -1.276  -0.611
O -4.610 -0.843 1.294  -0.437
P -0.747 3.093 -1.804  0.238
N -0.786 1.895 -2.869  -0.676
H 4.662 -2.627 -1.693  0.151
H 2.876 -2.865 -1.413  0.326
H 3.550 -1.244 -1.657  -0.254
H 4.352 -3.201 0.637  0.554
H 3.124 -1.987 0.924  -0.214
H 5.993 -1.223 -0.036  0.449
H 5.708 -1.728 1.633  0.172
H 5.702 0.829 1.133  0.300
H 4.581 0.220 2.342  0.239
H 3.870 1.955 0.448  0.183
H 3.700 0.594 -0.657  -0.431
H 2.141 1.490 1.813  0.557
H 2.097 -0.273 1.584  0.378
H 0.284 0.158 0.265  0.339
H 1.469 0.525 -0.981  0.167
H 1.388 4.828 0.434  0.423
H 2.624 3.628 0.803  0.709
H 1.936 4.983 -1.961  0.341
H 3.468 4.798 -1.106  0.328
H 2.389 2.098 -2.015  -0.806
H 2.625 3.306 -3.322  0.228
H 4.766 2.965 -1.359  0.243
H 4.552 1.930 -2.650  0.284
H 0.145 2.932 2.343  0.552
H -1.006 3.949 1.367  0.543
H -1.250 0.789 1.710  0.464
H -1.981 1.973 2.806  0.563
H -3.811 1.760 1.571  0.441
H -3.110 3.044 0.566  0.279
H -2.118 0.338 -0.249  -0.388
H -3.068 1.475 -1.286  0.440
H -3.886 -0.451 1.809  0.279
H -2.074 3.372 -1.354  0.068
H -0.250 4.266 -2.448  0.098
H -0.208 1.127 -2.519  0.244
O -6.161 -2.967 2.640  -0.638
H -6.509 -3.701 2.116  0.379
H -5.953 -2.304 1.984  0.338
O 3.423 -2.787 3.050  -0.594
H 4.038 -3.464 3.357  0.268
H 2.582 -3.254 2.970  0.335
O 3.792 7.271 -1.666  -0.620
H 4.035 7.676 -2.505  0.311
H 4.632 7.165 -1.210  0.310
O -7.980 -2.146 -0.114  -0.539
H -7.701 -1.223 -0.128  0.275
H -7.165 -2.644 -0.246  0.301
O 6.313 -2.538 4.177  -0.586
H 6.566 -1.607 4.161  0.271
H 7.143 -3.010 4.056  0.298
O 7.422 0.226 2.850  -0.562
H 7.698 1.148 2.851  0.258
H 8.241 -0.263 2.723  0.309
O -1.277 5.736 2.769  -0.603
H -1.034 6.522 3.268  0.253
H -1.980 5.335 3.294  0.299
O 1.797 -4.858 4.149  -0.637
H 2.040 -4.074 4.654  0.311
H 1.107 -5.279 4.687  0.320
O -0.841 -1.280 -1.660  -0.556
H -1.680 -0.951 -2.007  0.300
H -0.688 -2.095 -2.148  0.264
O 1.279 4.425 -4.368  -0.630
H 0.620 3.748 -4.573  0.311
H 0.917 5.230 -4.754  0.280
O -9.106 0.974 0.656  -0.612
H -8.896 1.385 -0.188  0.320
H -8.249 0.855 1.077  0.300
O 3.041 -5.018 -0.527  -0.513
H 2.726 -5.023 0.382  0.221
H 2.697 -5.841 -0.897  0.301
O -2.367 8.285 3.390  -0.614
H -2.980 8.777 3.948  0.321
H -2.484 8.673 2.516  0.308
O -8.813 -4.407 2.375  -0.648
H -8.428 -4.053 3.184  0.299
H -9.001 -3.626 1.845  0.352
O -10.015 -4.369 -0.485  -0.557
H -9.688 -3.462 -0.440  0.283
H -9.222 -4.898 -0.611  0.285
O -0.722 -6.080 4.736  -0.648
H -1.573 -5.781 4.405  0.313
H -0.557 -6.899 4.257  0.327
O 2.615 -7.680 -2.369  -0.618
H 2.309 -8.454 -2.851  0.308
H 2.781 -7.029 -3.057  0.293
O 3.018 0.002 -3.563  -0.397
H 2.195 0.319 -3.950  0.239
H 3.181 -0.839 -4.006  0.204
O -4.179 5.349 2.615  -0.582
H -4.914 5.888 2.923  0.268
H -4.003 5.679 1.729  0.310
O 3.688 -2.831 -4.488  -0.612
H 3.810 -3.775 -4.336  0.185
H 4.502 -2.437 -4.140  0.288
O -0.831 10.539 4.882  -0.623
H -1.144 10.560 5.791  0.321
H -1.193 9.721 4.522  0.339
O 5.978 -4.416 -3.092  -0.612
H 6.796 -4.881 -2.895  0.286
H 5.376 -4.679 -2.386  0.298
O 5.059 -1.388 -6.514  -0.634
H 4.409 -1.090 -7.157  0.310
H 4.550 -1.926 -5.889  0.402
O -4.916 -4.222 0.399  -0.591
H -4.589 -3.317 0.430  0.313
H -4.125 -4.748 0.255  0.254
O -12.999 -5.811 -0.386  -0.632
H -12.916 -6.767 -0.342  0.302
H -12.169 -5.486 -0.015  0.318
O 0.765 -2.939 -6.144  -0.640
H 1.021 -2.577 -6.997  0.310
H 1.599 -3.041 -5.672  0.312


# 3
Computed, not measured: a structure of composition C13H23GeN2O4RhSe in a non-equilibrium geometry, with ωB97M-V/def2-TZVPD.

LUMO (alpha / beta) = -0.745 / -0.744 eV
orbital gap (alpha / beta) = 7.749 / 7.749 eV
electronic energy = -5508.3854 a.u.
HOMO energy (alpha / beta) = -8.49 / -8.49 eV
charge = 0
energy above the lowest of the compared OMol25 structures with the same formula, charge and spin = 15.96 kcal/mol

Each line ends with the Mulliken charge.
Positions of all 45 atoms, in Å:
Rh -0.972 -0.019 0.369  0.495
O -0.762 1.061 4.170  -0.610
Se -0.262 -0.034 3.105  1.327
O 0.305 0.727 1.654  -0.547
O -1.525 -0.739 2.221  -0.689
O 0.831 -1.112 3.594  -0.650
C 2.176 -5.387 -0.928  -1.486
C 1.413 -4.140 -0.591  1.244
C 1.845 -3.256 0.382  -1.082
C 1.119 -2.111 0.656  -0.285
N -0.014 -1.809 0.011  0.396
C -0.452 -2.671 -0.922  -0.364
C 0.222 -3.828 -1.242  -0.963
H 3.098 -5.455 -0.353  0.353
H 2.429 -5.407 -1.989  0.344
H 1.575 -6.273 -0.718  0.339
H 2.753 -3.443 0.941  0.348
H 1.437 -1.427 1.430  0.617
H -1.389 -2.429 -1.400  0.584
H -0.189 -4.487 -1.997  0.409
C -2.673 3.475 3.503  -1.135
C -3.214 3.538 2.071  -0.267
C -2.797 2.377 1.283  0.274
N -2.472 1.468 0.669  -0.243
H -3.013 4.359 4.040  0.374
H -1.586 3.439 3.516  0.315
H -3.024 2.583 4.017  0.326
H -2.861 4.426 1.546  0.247
H -4.304 3.561 2.053  0.287
C 0.793 1.874 -3.702  -1.274
Ge 0.654 1.350 -1.822  0.804
C 2.167 0.199 -1.401  -1.209
C 0.685 2.974 -0.751  -1.183
C -1.047 0.368 -1.573  -1.370
H 1.733 2.404 -3.877  0.359
H -0.030 2.534 -3.981  0.355
H 0.768 0.996 -4.350  0.360
H 3.072 0.627 -1.835  0.477
H 2.026 -0.802 -1.814  0.254
H 2.307 0.120 -0.323  0.339
H 1.620 3.504 -0.939  0.414
H 0.621 2.752 0.314  0.297
H -0.142 3.629 -1.033  0.301
H -1.024 -0.526 -2.195  0.502
H -1.897 1.008 -1.806  0.616


# 4
Computed, not measured: a structure of composition C17H40CoN3PSi2 in a non-equilibrium geometry, with ωB97M-V/def2-TZVPD.

LUMO (alpha / beta) = -6.141 / -6.140 eV
orbital gap (alpha / beta) = 7.619 / 7.448 eV
multiplicity = 2
electronic energy = -3138.6576 a.u.
HOMO energy (alpha / beta) = -13.76 / -13.59 eV
charge = +2

Each line ends with the Mulliken charge.
Positions of all 64 atoms, in Å:
Co 0.329 0.107 -0.090  -0.412
C -0.939 0.280 3.059  -0.969
Si -2.266 0.031 1.762  0.155
C -2.846 1.702 1.216  -1.025
C -3.695 -0.915 2.464  -1.104
C -1.403 -0.934 0.384  3.535
C -0.539 -1.990 0.952  -2.061
C -0.929 -3.154 1.616  -0.568
C 0.044 -4.036 2.041  -0.812
C 1.388 -3.748 1.805  -0.969
C 1.697 -2.575 1.163  -0.190
N 0.757 -1.709 0.750  0.190
Si -2.241 -1.583 -1.180  0.103
C -3.655 -2.700 -0.733  -1.085
C -2.881 -0.243 -2.293  -1.140
C -0.931 -2.544 -2.099  -0.980
H -1.278 0.950 3.856  0.490
H -0.035 0.727 2.618  0.167
H -0.647 -0.669 3.520  0.301
H -3.433 2.164 2.018  0.516
H -3.482 1.651 0.326  0.327
H -2.001 2.356 1.010  0.177
H -4.066 -0.390 3.350  0.439
H -3.418 -1.927 2.772  0.308
H -4.520 -0.988 1.749  0.343
H -1.980 -3.350 1.780  0.317
H -0.233 -4.950 2.553  0.486
H 2.174 -4.425 2.110  0.480
H 2.734 -2.323 0.959  0.503
H -4.462 -2.155 -0.235  0.336
H -3.351 -3.530 -0.088  0.302
H -4.064 -3.133 -1.653  0.439
H -3.509 0.480 -1.762  0.360
H -3.504 -0.711 -3.063  0.496
H -2.074 0.287 -2.806  0.243
H -0.667 -3.466 -1.568  0.300
H -0.011 -1.957 -2.226  0.171
H -1.283 -2.826 -3.098  0.460
N 6.066 2.102 -0.003  -0.258
C 5.099 0.934 0.018  -0.684
C 3.654 1.419 -0.057  -1.124
N 2.697 0.321 0.054  -0.513
H 7.036 1.780 0.029  0.377
H 5.927 2.722 0.796  0.362
H 5.965 2.665 -0.849  0.351
H 5.287 0.383 0.935  0.429
H 5.353 0.300 -0.829  0.384
H 3.488 1.940 -1.001  0.396
H 3.458 2.129 0.749  0.509
H 2.751 -0.136 0.958  0.310
H 2.862 -0.391 -0.652  0.309
C -1.493 2.806 -1.864  -1.155
P 0.063 2.049 -1.292  1.015
C 0.885 3.483 -0.496  -1.395
C 0.966 1.883 -2.870  -1.400
H -1.275 3.440 -2.725  0.487
H -1.918 3.421 -1.077  0.433
H -2.223 2.056 -2.146  0.184
H 0.367 4.399 -0.781  0.458
H 1.923 3.568 -0.820  0.367
H 0.858 3.397 0.591  0.344
H 1.132 2.867 -3.310  0.472
H 0.368 1.286 -3.561  0.380
H 1.925 1.377 -2.738  0.334


> Number 3 is which compound?

C13H23GeN2O4RhSe